# 1
103
Properties=species:S:1:pos:R:3:lowdin_spin:R:1 method="wB97M-V/def2-TZVPD" mol_weight_g_mol=816.4 homo_ev="-10.424 / -10.462" total_charge=+1 homo_lumo_gap_ha="0.3060 / 0.2880" e_lumo_ev="-2.10 / -2.63" e_tot_ev=-105753.6455 spin_multiplicity=2
Ru 0.07 -1.13 -0.55 0.00
C -0.75 -1.49 2.70 0.00
C 0.17 -0.30 2.65 0.01
S 1.35 -0.26 1.27 0.00
C 2.48 -1.63 1.65 0.00
C 1.95 -3.03 1.40 0.00
S 1.14 -3.15 -0.23 0.00
C -0.25 -4.26 0.13 0.00
C -1.31 -3.70 1.07 0.00
S -1.47 -1.87 1.06 0.00
H -0.24 -2.38 3.07 0.00
H -1.57 -1.28 3.38 0.00
H -0.40 0.62 2.51 0.01
H 0.73 -0.19 3.58 0.00
H 3.35 -1.44 1.03 0.00
H 2.80 -1.52 2.69 0.00
H 2.77 -3.74 1.42 0.00
H 1.24 -3.33 2.17 0.00
H -0.68 -4.43 -0.86 0.00
H 0.14 -5.21 0.49 0.00
H -2.28 -4.10 0.80 0.00
H -1.12 -3.99 2.10 0.00
C -3.01 -3.12 -4.95 0.00
C -3.77 -2.88 -3.64 0.00
N -3.70 -1.50 -3.17 0.00
C -4.82 -0.61 -3.51 0.00
C -4.59 0.17 -4.80 0.00
C -2.64 -1.02 -2.49 0.00
S -1.37 -2.13 -2.12 0.00
N -2.69 0.29 -2.24 0.00
C -1.85 1.03 -1.53 0.00
O -0.92 0.68 -0.74 0.00
C -2.01 2.50 -1.75 0.00
C -3.16 3.01 -2.35 0.00
C -3.26 4.36 -2.63 0.00
C -2.21 5.22 -2.34 0.00
C -1.06 4.71 -1.75 0.00
C -0.96 3.36 -1.45 0.01
H -3.04 -4.18 -5.20 0.00
H -1.97 -2.82 -4.85 0.00
H -3.46 -2.56 -5.77 0.00
H -3.39 -3.54 -2.86 0.00
H -4.82 -3.12 -3.77 0.00
H -4.98 0.07 -2.68 0.00
H -5.70 -1.24 -3.60 0.00
H -3.69 0.79 -4.71 0.00
H -5.44 0.83 -4.99 0.00
H -4.47 -0.49 -5.65 0.00
H -3.97 2.34 -2.60 0.00
H -4.16 4.75 -3.09 0.00
H -2.28 6.27 -2.57 0.00
H -0.23 5.38 -1.52 0.00
H -0.07 2.97 -0.99 0.00
C 1.73 5.32 0.66 0.03
Si 1.52 4.19 2.14 0.09
C 1.46 5.23 3.70 0.00
C 3.01 3.05 2.21 0.01
C -0.03 3.17 1.97 0.65
Si -1.72 3.46 2.70 0.09
C -2.47 5.05 2.04 0.02
C -2.84 2.01 2.27 0.00
C -1.61 3.58 4.56 0.02
H 2.72 5.78 0.69 0.00
H 1.00 6.13 0.68 0.00
H 1.64 4.79 -0.28 0.00
H 2.44 5.69 3.87 0.00
H 1.21 4.64 4.58 0.00
H 0.73 6.04 3.61 0.00
H 3.93 3.63 2.32 0.00
H 3.10 2.46 1.30 0.00
H 2.95 2.35 3.06 0.00
H 0.09 2.25 1.38 0.04
H -2.88 4.92 1.04 0.00
H -1.73 5.85 2.00 0.00
H -3.28 5.38 2.70 0.00
H -2.69 1.67 1.24 0.00
H -3.89 2.28 2.38 0.00
H -2.66 1.16 2.93 0.00
H -1.16 4.52 4.89 0.00
H -1.01 2.77 4.99 0.00
H -2.61 3.52 5.00 0.00
C 2.19 -1.48 -2.78 0.00
N 3.07 -1.00 -3.81 0.00
C 3.98 -0.01 -3.24 0.00
N 3.25 1.13 -2.66 0.00
C 2.37 0.63 -1.63 0.00
N 1.39 -0.38 -2.15 0.00
C 0.64 0.31 -3.27 0.00
N 1.52 0.78 -4.31 0.00
C 2.28 -0.34 -4.85 0.00
C 2.46 1.75 -3.72 0.00
H 2.78 -1.95 -1.99 0.00
H 1.49 -2.21 -3.18 0.00
H 4.65 0.36 -4.01 0.00
H 4.58 -0.48 -2.45 0.00
H 1.80 1.45 -1.19 0.00
H 2.96 0.15 -0.85 0.00
H 0.12 1.16 -2.84 0.00
H -0.07 -0.41 -3.67 0.00
H 2.94 0.02 -5.64 0.00
H 1.58 -1.07 -5.28 0.00
H 1.89 2.58 -3.31 0.00
H 3.13 2.12 -4.50 0.00

# 2
23
Properties=species:S:1:pos:R:3:lowdin_charge:R:1 method="wB97M-V/def2-TZVPD" mol_weight_g_mol=122.2 homo_ev=-9.097 homo_lumo_gap_ha=0.3709 e_lumo_ev=1.00 e_tot_ev=-9557.9650 smiles=Cc1ccccc1.CC
C -2.58 -1.85 2.03 -0.19
C -1.63 -2.99 1.63 -0.17
H -2.03 -0.94 2.27 0.05
H -3.13 -1.36 1.12 0.08
H -3.34 -2.15 2.72 0.04
H -1.17 -2.62 0.69 0.05
H -0.90 -3.17 2.37 0.04
H -2.23 -3.89 1.23 0.09
C 3.03 2.25 -1.31 -0.11
C -0.66 0.18 -0.58 -0.11
C -0.55 1.04 -1.72 -0.10
C 0.42 0.17 0.33 -0.09
C 0.64 1.74 -1.94 -0.08
C 1.68 0.76 0.03 -0.04
C 1.75 1.55 -1.14 -0.34
H -1.75 -0.12 -0.36 0.11
H -1.44 1.23 -2.54 0.15
H 0.30 -0.60 1.16 0.10
H 0.76 2.39 -2.80 0.11
H 2.48 0.77 0.72 0.09
H 3.55 2.55 -0.38 0.06
H 2.91 3.41 -1.57 0.11
H 3.90 1.63 -1.99 0.15

# 3
19
Properties=species:S:1:pos:R:3:lowdin_charge:R:1 method="wB97M-V/def2-TZVPD" mol_weight_g_mol=156.1 homo_ev=-8.884 homo_lumo_gap_ha=0.3138 e_lumo_ev=-0.34 e_tot_ev=-15474.9351 smiles="CCNC1=C(N)C(=O)OC1=O"
C 2.26 -0.27 0.34 -0.08
C 1.60 0.72 -0.61 -0.24
N 0.45 0.18 -1.35 0.05
C -0.61 -0.27 -0.58 -0.16
C -1.30 0.33 0.41 -0.18
N -1.13 1.58 1.01 0.13
C -2.36 -0.60 0.84 -0.39
O -3.20 -0.44 1.67 0.17
O -2.25 -1.77 0.11 0.15
C -1.21 -1.60 -0.78 -0.38
O -0.89 -2.44 -1.57 0.17
H 2.76 -1.07 -0.20 0.08
H 3.01 0.25 0.95 0.08
H 1.55 -0.72 1.03 0.07
H 1.30 1.62 -0.07 0.10
H 2.33 1.03 -1.36 0.11
H 0.74 -0.57 -1.96 0.13
H -1.23 2.34 0.35 0.11
H -1.81 1.70 1.75 0.10

# 4
12
Properties=species:S:1:pos:R:3:lowdin_charge:R:1 method="wB97M-V/def2-TZVPD" mol_weight_g_mol=80.1 homo_ev=-14.438 total_charge=+1 homo_lumo_gap_ha=0.3283 e_lumo_ev=-5.51 e_tot_ev=-6760.5015 smiles="C=C=[NH+]C#CC"
C -1.51 -0.36 -0.05 -0.02
C -0.39 -0.65 -0.32 0.00
C 2.90 0.62 0.08 0.15
C 1.90 -0.20 -0.14 0.03
C -2.73 0.32 0.09 -0.04
N 0.93 -1.05 -0.17 0.11
H 3.36 0.63 1.09 0.12
H 3.34 1.39 -0.62 0.13
H -2.68 1.07 0.78 0.08
H -2.83 0.78 -0.83 0.09
H -3.48 -0.46 0.22 0.12
H 1.19 -2.08 -0.15 0.23

# 5
24
Properties=species:S:1:pos:R:3:lowdin_charge:R:1 method="wB97M-V/def2-TZVPD" mol_weight_g_mol=201.7 homo_ev="-8.612 / -6.681" homo_lumo_gap_ha="0.3191 / 0.2367" e_lumo_ev="0.07 / -0.24" e_tot_ev=-32424.2530
C 1.10 -1.84 3.33 -0.09
C 0.19 -1.58 2.31 -0.08
C 2.37 -1.45 3.20 -0.11
C 0.64 -0.77 1.28 -0.04
C 2.76 -0.72 2.06 -0.67
C 0.02 2.78 -1.03 -0.18
C -0.71 -0.33 -3.32 -0.20
C -3.01 0.12 -1.16 -0.25
N 1.90 -0.36 1.12 0.02
O -0.56 1.90 -1.92 -0.30
Si -1.23 0.42 -1.67 0.61
Cl 4.47 -0.30 1.66 0.58
H 0.82 -2.41 4.15 0.09
H -0.64 -2.09 2.43 0.04
H 3.13 -1.48 4.01 0.12
H 0.32 3.63 -1.57 0.06
H 1.01 2.38 -0.58 0.12
H -0.70 3.17 -0.38 0.06
H -1.55 -0.80 -3.76 0.00
H -0.34 0.44 -3.97 0.02
H 0.08 -1.14 -3.06 0.06
H -3.14 -0.99 -0.89 0.05
H -3.21 0.77 -0.25 0.03
H -3.71 0.63 -1.98 0.07

# 6
81
Properties=species:S:1:pos:R:3:lowdin_charge:R:1 method="wB97M-V/def2-TZVPD" mol_weight_g_mol=773.5 homo_ev=-13.077 total_charge=+2 homo_lumo_gap_ha=0.1993 e_lumo_ev=-7.65 e_tot_ev=-104188.1271
Ti 1.63 -0.92 0.87 1.27
C 5.22 -3.11 -0.61 0.05
C 4.11 -2.17 -0.31 -0.16
N 3.31 -2.24 0.67 0.00
O 3.44 -3.25 1.60 0.15
B 3.74 -2.74 2.87 -0.85
F 4.68 -1.79 2.96 0.26
F 3.35 -3.40 3.92 0.32
O 2.16 -1.14 2.80 -0.15
N 2.60 0.05 2.40 -0.09
C 3.28 0.89 3.08 -0.23
C 3.65 0.70 4.51 0.04
C 3.84 1.95 2.21 -0.18
N 3.11 2.53 1.32 -0.42
O 3.57 3.14 0.26 0.07
B 3.99 2.13 -0.85 -1.04
F 4.15 2.86 -1.96 0.26
F 5.11 1.47 -0.37 0.17
O 2.86 1.12 -1.05 0.07
N 3.08 -0.11 -0.53 -0.03
C 3.89 -0.92 -1.11 -0.18
C 4.59 -0.63 -2.39 0.05
C 5.30 2.22 2.30 0.06
H 5.32 -3.85 0.17 0.10
H 6.15 -2.55 -0.73 0.12
H 5.01 -3.61 -1.56 0.12
H 3.05 -0.09 4.95 0.11
H 3.51 1.63 5.06 0.11
H 4.70 0.41 4.59 0.11
H 5.31 0.18 -2.26 0.11
H 3.86 -0.29 -3.12 0.13
H 5.11 -1.50 -2.77 0.10
H 5.51 2.53 3.32 0.12
H 5.60 3.00 1.60 0.11
H 5.87 1.31 2.10 0.12
Cl 1.40 2.62 1.44 0.95
O -0.85 -2.27 -2.93 0.12
C -1.15 -3.29 -2.13 -0.23
C -1.93 -4.31 -2.68 0.02
C -2.30 -5.39 -1.92 -0.02
C -1.91 -5.52 -0.57 -0.05
C -1.12 -4.55 -0.02 0.01
C -0.71 -3.43 -0.79 -0.06
C 0.22 -2.53 -0.20 -0.45
O 0.64 -2.64 1.02 -0.03
O 0.77 -1.52 -0.81 -0.08
H -0.53 -1.50 -2.45 0.09
H -2.25 -4.21 -3.71 0.13
H -2.92 -6.16 -2.36 0.12
H -2.22 -6.37 0.01 0.12
H -0.78 -4.62 1.00 0.13
C -8.27 4.71 -1.34 -0.04
C -7.06 3.89 -1.67 -0.26
C -5.96 4.45 -2.31 -0.02
C -4.84 3.69 -2.63 -0.01
C -4.82 2.34 -2.32 -0.27
N -3.67 1.55 -2.65 0.15
C -2.77 1.05 -1.78 -0.48
O -1.80 0.39 -2.13 0.05
N -3.03 1.34 -0.44 0.17
C -2.28 0.89 0.62 -0.17
C -2.81 0.84 1.92 0.05
C -2.04 0.35 2.96 -0.01
C -0.76 -0.11 2.71 -0.10
N -0.24 -0.03 1.48 -0.07
C -0.96 0.47 0.46 -0.07
C -5.92 1.76 -1.70 -0.03
C -7.02 2.53 -1.37 -0.03
H -8.13 5.76 -1.59 0.08
H -8.50 4.65 -0.27 0.09
H -9.14 4.34 -1.88 0.09
H -5.97 5.51 -2.56 0.12
H -3.99 4.15 -3.11 0.12
H -3.44 1.40 -3.62 0.17
H -3.92 1.78 -0.23 0.14
H -3.82 1.18 2.10 0.14
H -2.45 0.29 3.96 0.13
H -0.15 -0.55 3.48 0.12
H -0.50 0.53 -0.51 0.11
H -5.91 0.69 -1.50 0.12
H -7.87 2.06 -0.89 0.12